# 1
The following is a DFT calculation (wB97M-V/def2-TZVPD) of C24H22BrN4O11PS2 as an isolated structure at a distorted geometry.

Properties
LUMO level = -1.846 eV
Highest occupied orbital energy = -9.505 eV

Structure (ORCA input):
```
! RIJCOSX wB97M-V def2-TZVPD def2/J DEFGRID3
* xyz 0 1
O 1.423 1.164 -0.854
S 2.518 2.248 -0.513
O 2.238 2.886 1.075
Br 1.481 4.551 0.993
O 4.002 1.410 -0.583
P 4.367 0.578 0.902
S 2.856 -0.304 1.752
H 5.114 1.468 1.774
H 5.311 -0.490 0.544
C 2.834 -2.627 -0.826
C 2.567 -3.862 -1.421
C 2.297 -3.936 -2.789
C 2.301 -2.762 -3.556
C 2.561 -1.521 -2.960
C 2.827 -1.459 -1.591
N 2.042 -2.837 -4.999
O 1.798 -3.951 -5.485
O 2.088 -1.782 -5.648
H 3.050 -2.576 0.240
H 2.573 -4.767 -0.818
H 2.091 -4.905 -3.237
H 2.562 -0.602 -3.542
H 3.033 -0.501 -1.119
C 1.161 5.263 -4.810
C 1.028 4.997 -3.446
C 1.677 5.804 -2.509
C 2.456 6.882 -2.951
C 2.598 7.147 -4.319
C 1.947 6.331 -5.247
N 3.120 7.749 -1.970
O 2.986 7.470 -0.769
O 3.773 8.711 -2.398
H 0.649 4.635 -5.536
H 0.415 4.163 -3.113
H 1.563 5.584 -1.450
H 3.204 7.977 -4.676
H 2.048 6.530 -6.312
C -2.424 -4.752 -0.116
C -2.557 -5.018 1.247
C -1.909 -4.211 2.184
C -1.129 -3.133 1.743
C -0.987 -2.869 0.374
C -1.639 -3.684 -0.554
N -0.465 -2.266 2.724
O -0.599 -2.545 3.925
O 0.188 -1.304 2.296
H -2.936 -5.380 -0.843
H -3.170 -5.853 1.580
H -2.023 -4.432 3.244
H -0.381 -2.038 0.017
H -1.537 -3.485 -1.618
C -4.269 0.746 4.569
C -3.548 -0.388 4.192
C -4.127 -1.654 4.300
C -5.438 -1.772 4.784
C -6.161 -0.636 5.169
C -5.570 0.624 5.060
N -6.062 -3.098 4.875
O -5.382 -4.080 4.542
O -7.233 -3.158 5.276
H -3.815 1.731 4.477
H -2.533 -0.285 3.812
H -3.552 -2.528 4.003
H -7.177 -0.714 5.551
H -6.124 1.513 5.353
*
```

# 2
The following is a DFT calculation (wB97M-V/def2-TZVPD) of an isolated molecule of C5H9NO at a distorted geometry.

Properties
ΔE to the lowest compared entry with this formula, charge and spin = 321.18 kJ/mol
SMILES string = C[C@H]1N[C@H]1[C@H]1CO1
LUMO level = 1.137 eV
Highest occupied orbital energy = -9.387 eV

Structure (ORCA input):
```
! RIJCOSX wB97M-V def2-TZVPD def2/J DEFGRID3
* xyz 0 1
C -1.977 -0.392 0.011
C -1.141 0.621 0.781
N 0.080 0.280 1.558
C 0.210 0.976 0.292
C 0.881 0.143 -0.769
C 2.188 -0.425 -0.429
O 1.023 -1.241 -0.465
H -2.440 0.015 -0.903
H -2.790 -0.782 0.627
H -1.348 -1.229 -0.310
H -1.581 1.239 1.547
H 0.276 -0.705 1.428
H 0.561 2.011 0.301
H 0.649 0.338 -1.815
H 2.918 -0.636 -1.206
H 2.592 -0.238 0.568
*
```

# 3
The following is a DFT calculation (wB97M-V/def2-TZVPD) of C38H44N6O7PRuS as an isolated structure at a distorted geometry.

Properties
⟨S²⟩ = 8.758
LUMO level (spin up / spin down) = 0.011 / -1.377 eV
Highest occupied orbital energy (spin up / spin down) = -7.852 / -7.917 eV

Structure (ORCA input):
```
! RIJCOSX wB97M-V def2-TZVPD def2/J DEFGRID3
* xyz 0 6
Ru -0.507 -1.026 0.143
O -4.492 -2.184 -1.242
C -3.330 -1.794 -1.109
N -2.710 -1.539 0.032
C -3.442 -1.583 1.267
C -2.494 -1.742 2.422
C -2.851 -1.384 3.720
C -1.939 -1.559 4.745
C -0.716 -2.149 4.457
C -0.440 -2.476 3.143
N -1.292 -2.252 2.145
C -2.458 -1.549 -2.318
C -2.930 -1.864 -3.588
C -2.141 -1.577 -4.688
C -0.915 -0.959 -4.482
C -0.523 -0.672 -3.182
N -1.269 -0.981 -2.133
H -4.171 -2.412 1.256
H -4.012 -0.649 1.396
H -3.823 -0.958 3.912
H -2.176 -1.241 5.748
H 0.010 -2.337 5.232
H 0.504 -2.929 2.866
H -3.912 -2.306 -3.674
H -2.483 -1.809 -5.688
H -0.283 -0.686 -5.313
H 0.403 -0.154 -2.965
O 3.258 -0.369 1.103
S 2.551 -0.427 -0.157
O 1.678 0.666 -0.491
N 1.608 -1.747 -0.303
C 2.004 -3.007 -0.066
C 3.308 -3.411 0.204
C 3.596 -4.757 0.418
C 2.622 -5.725 0.366
C 1.285 -5.365 0.103
C 0.216 -6.285 0.048
C -1.051 -5.830 -0.207
C -1.260 -4.455 -0.391
N -0.290 -3.574 -0.342
C 0.967 -3.999 -0.111
C 3.788 -0.508 -1.465
C 3.421 -0.914 -2.733
C 4.357 -0.866 -3.754
C 5.642 -0.415 -3.496
C 6.003 -0.029 -2.215
C 5.070 -0.072 -1.193
H 4.085 -2.665 0.265
H 4.617 -5.039 0.623
H 2.867 -6.764 0.527
H 0.414 -7.335 0.212
H -1.889 -6.508 -0.257
H -2.250 -4.065 -0.581
H 2.412 -1.262 -2.905
H 4.081 -1.174 -4.752
H 6.366 -0.359 -4.294
H 7.004 0.315 -2.009
H 5.311 0.230 -0.186
C -3.895 4.391 -1.389
C -3.045 3.134 -1.166
C -3.914 1.887 -1.348
C -1.888 3.097 -2.161
O -2.593 3.204 0.184
P -1.251 2.473 0.726
O -1.216 2.577 2.203
O -1.236 1.085 0.118
O -0.056 3.269 -0.015
C 0.570 4.431 0.506
C 1.309 5.075 -0.674
C -0.450 5.416 1.080
C 1.574 4.003 1.576
H -4.307 4.389 -2.395
H -3.294 5.287 -1.255
H -4.710 4.418 -0.672
H -4.258 1.822 -2.378
H -4.778 1.929 -0.689
H -3.333 0.999 -1.106
H -2.268 2.983 -3.173
H -1.234 2.263 -1.922
H -1.306 4.013 -2.101
H 0.605 5.364 -1.451
H 2.013 4.363 -1.098
H 1.842 5.963 -0.340
H -1.134 5.734 0.296
H 0.057 6.289 1.489
H -1.025 4.926 1.860
H 2.175 3.190 1.169
H 1.015 3.646 2.434
H 2.222 4.829 1.867
C 0.754 1.857 4.736
C 1.772 1.240 3.769
C 1.081 0.487 2.769
N 0.470 -0.147 2.040
H 1.248 2.570 5.390
H 0.289 1.081 5.339
H -0.027 2.363 4.172
H 2.465 0.571 4.286
H 2.356 2.012 3.269
*
```

# 4
The following is a DFT calculation (wB97M-V/def2-TZVPD) of C51H45F6NNaO2PS4 as an isolated structure at a distorted geometry.

Properties
⟨S²⟩ = 0.769
LUMO level = 1.216 eV
Highest occupied orbital energy = -3.552 eV

Structure (ORCA input):
```
! RIJCOSX wB97M-V def2-TZVPD def2/J DEFGRID3
* xyz -1 2
Na -2.575 -0.577 0.250
C -1.250 -4.930 -1.761
C -0.969 -3.943 -2.775
C -2.198 -3.473 -3.269
C -3.228 -4.075 -2.467
C -2.670 -4.979 -1.543
C -3.412 -5.594 -0.375
C -4.625 -3.616 -2.549
C -2.350 -2.459 -4.346
C 0.404 -3.536 -3.184
C -0.306 -5.794 -0.984
H -4.487 -5.228 -0.240
H -2.931 -5.458 0.583
H -3.431 -6.720 -0.280
H -5.339 -4.301 -2.102
H -4.944 -3.464 -3.620
H -4.764 -2.657 -2.051
H -1.397 -2.105 -4.864
H -2.773 -1.553 -3.923
H -2.989 -2.853 -5.166
H 0.430 -3.128 -4.201
H 1.073 -4.458 -3.235
H 0.846 -2.726 -2.520
H 0.190 -6.558 -1.589
H -0.828 -6.309 -0.161
H 0.525 -5.217 -0.542
C 3.543 -4.697 4.530
C 2.625 -3.799 3.809
C 2.642 -2.445 4.138
C 1.939 -1.556 3.335
C 1.228 -1.957 2.214
C 1.151 -3.300 1.897
C 1.770 -4.180 2.729
S 0.554 -0.588 1.237
O -0.274 -1.203 0.169
C 2.133 -0.181 0.559
C 2.739 -1.079 -0.322
C 4.022 -0.884 -0.725
C 4.820 0.228 -0.404
C 6.112 0.404 -0.982
C 6.678 1.645 -0.868
C 6.103 2.655 -0.029
C 4.852 2.490 0.548
C 4.204 1.225 0.467
C 2.897 0.958 0.946
C 2.146 1.940 1.782
C 2.700 2.499 3.006
C 3.936 2.030 3.622
C 4.576 2.704 4.659
C 3.794 3.598 5.348
C 2.559 4.030 4.920
C 1.991 3.537 3.766
C 0.776 3.968 3.227
C 0.289 3.536 2.026
C 1.015 2.573 1.264
S 0.343 2.016 -0.226
O -4.854 1.724 0.335
C 0.796 3.214 -1.394
C 0.438 2.906 -2.698
C 0.862 3.638 -3.778
C 1.675 4.768 -3.608
C 2.157 5.613 -4.707
C 1.982 5.117 -2.263
C 1.527 4.383 -1.218
H 4.217 -5.326 3.879
H 2.987 -5.409 5.158
H 4.219 -4.077 5.186
H 3.215 -1.970 4.949
H 1.979 -0.484 3.533
H 0.569 -3.709 1.041
H 1.557 -5.250 2.566
H 2.155 -1.965 -0.627
H 4.381 -1.643 -1.509
H 6.552 -0.421 -1.613
H 7.514 1.905 -1.450
H 6.569 3.603 0.116
H 4.390 3.297 1.049
H 4.405 1.116 3.215
H 5.540 2.403 5.015
H 4.179 3.981 6.301
H 2.021 4.854 5.435
H 0.241 4.803 3.705
H -0.703 3.855 1.609
H -0.153 2.057 -2.870
H 0.738 3.185 -4.755
H 1.952 5.121 -5.722
H 3.239 5.769 -4.620
H 1.657 6.608 -4.623
H 2.749 5.857 -2.117
H 1.875 4.607 -0.224
S -2.413 1.590 -4.103
C -3.403 1.935 -2.825
N -3.518 1.493 -1.535
C -4.468 2.212 -0.854
C -6.253 1.619 0.570
C -7.102 2.651 0.629
C -7.052 3.901 -0.080
C -6.170 4.158 -1.086
C -5.095 3.284 -1.538
S -4.587 3.264 -3.188
H -6.486 0.588 0.806
H -8.012 2.497 1.250
H -7.875 4.597 0.147
H -6.142 5.132 -1.620
F -4.060 -0.520 1.796
P -4.885 -1.969 1.525
F -4.852 -2.369 3.066
F -4.838 -1.416 -0.080
F -5.612 -3.340 1.013
F -6.304 -1.260 1.768
F -3.367 -2.638 1.319
*
```

| no. | total energy (hartree) |
| --- | --- |
| 1 | -5685.67355 |
| 2 | -325.81522 |
| 3 | -3164.21761 |
| 4 | -4871.46771 |